1.
C19H42B3Br11NO7P | ωB97M-V/def2-TZVPD

Results
SMILES: CCCCOB1OB(OCCNC[C@@H](C)O)OB(P(O)Br)O1.BrCCBr.BrCCBr.BrCCBr.BrCCBr.BrCCBr
Gap between HOMO and LUMO: 8.10 eV
Highest occupied orbital energy: -8.95 eV

Last column: Mulliken charge in e.
CARTESIAN COORDINATES (ANGSTROEM)
C -3.573 0.998 2.147  -0.32
C -5.156 0.989 2.569  -0.40
C -6.023 -0.283 2.005  -0.51
C -5.221 -1.711 1.963  -0.01
O -6.228 -2.781 1.750  -0.49
B -5.871 -3.618 0.588  0.54
O -4.698 -4.520 0.647  -0.27
B -4.355 -5.072 -0.679  0.53
O -3.202 -6.028 -0.751  -0.61
C -1.984 -5.166 -0.891  -0.03
C -0.630 -6.076 -1.126  -0.43
N -0.007 -5.877 -2.524  -0.41
C 1.327 -5.171 -2.345  0.35
C 2.277 -5.157 -3.686  -0.01
C 1.476 -4.866 -5.089  -0.90
O 3.241 -4.020 -3.514  -0.50
O -5.035 -4.780 -1.958  -0.17
B -5.703 -3.479 -1.742  0.65
P -5.349 -1.850 -2.694  -0.03
O -5.993 -2.029 -4.304  -0.48
Br -3.048 -1.691 -2.854  -0.13
O -6.728 -3.451 -0.639  -0.33
H -2.903 0.983 3.132  0.23
H -3.253 0.175 1.379  0.23
H -3.342 2.043 1.617  -0.23
H -5.252 1.146 3.745  0.29
H -5.635 1.967 2.080  0.25
H -6.928 -0.429 2.770  0.20
H -6.501 0.011 0.978  0.21
H -4.598 -1.942 2.948  0.25
H -4.412 -1.702 1.086  0.04
H -2.117 -4.473 -1.824  0.11
H -1.798 -4.530 0.092  0.19
H 0.148 -5.793 -0.266  0.16
H -0.959 -7.210 -0.952  0.27
H 0.102 -6.811 -2.990  0.29
H 1.146 -4.079 -1.956  -0.38
H 1.943 -5.767 -1.515  0.17
H 2.825 -6.188 -3.780  0.33
H 0.434 -5.399 -5.162  0.26
H 1.412 -3.696 -5.292  0.22
H 2.149 -5.300 -5.968  0.28
H 2.669 -3.176 -3.498  0.30
H -5.221 -2.320 -4.874  0.31
Br -2.792 2.898 -0.722  -0.17
C -1.350 4.211 -0.770  -0.63
C -0.987 4.675 0.621  0.01
Br -2.299 5.945 1.307  -0.14
H -1.678 5.022 -1.426  0.38
H -0.508 3.691 -1.235  0.39
H -0.040 5.223 0.610  -0.26
H -0.921 3.860 1.348  0.42
Br 2.472 5.154 1.086  -0.17
C 3.424 5.901 -0.443  -0.66
C 2.739 7.144 -0.961  -0.44
Br 1.152 6.693 -2.001  -0.13
H 3.503 5.105 -1.190  0.45
H 4.423 6.139 -0.067  0.40
H 3.390 7.683 -1.655  0.35
H 2.418 7.825 -0.168  0.16
Br 2.687 -3.306 1.403  -0.14
C 3.640 -2.559 -0.127  -0.47
C 2.955 -1.316 -0.644  -0.62
Br 1.367 -1.767 -1.684  -0.22
H 3.718 -3.355 -0.873  0.29
H 4.639 -2.321 0.250  0.38
H 3.606 -0.777 -1.338  0.36
H 2.634 -0.635 0.149  0.40
Br 3.630 8.590 1.867  -0.09
C 3.998 10.504 1.933  -0.56
C 2.744 11.311 1.690  -0.59
Br 2.274 11.332 -0.203  -0.13
H 4.789 10.702 1.205  0.38
H 4.383 10.685 2.940  0.33
H 2.903 12.360 1.955  0.36
H 1.872 10.932 2.231  0.36
Br 7.549 -3.196 3.490  -0.14
C 6.361 -2.620 4.926  -0.55
C 4.965 -2.360 4.411  -0.52
Br 4.867 -0.656 3.468  -0.12
H 6.823 -1.744 5.391  0.38
H 6.360 -3.447 5.642  0.34
H 4.259 -2.267 5.240  0.35
H 4.608 -3.129 3.719  0.24

***

2.
C19H42BO7P | ωB97M-V/def2-TZVPD

Results
SMILES: COCCCCCCBCCCCOC(C)=O.CCOP(=O)(OCC)OCC
Gap between HOMO and LUMO: 7.80 eV
Highest occupied orbital energy: -9.41 eV

Last column: Mulliken charge in e.
CARTESIAN COORDINATES (ANGSTROEM)
C 3.031 0.626 0.218  -0.57
O 3.133 1.625 -0.818  -0.33
C 2.953 2.954 -0.283  -0.69
C 1.401 3.362 -0.229  -0.36
C 0.855 3.324 -1.737  -0.61
C -0.294 4.427 -1.905  -0.76
C -1.728 3.721 -1.648  -0.51
C -2.392 3.428 -3.077  -0.63
B -3.414 2.169 -2.856  0.08
C -4.941 2.490 -2.357  -0.42
C -5.405 1.587 -1.128  -0.46
C -6.977 1.544 -0.869  -0.71
C -7.718 2.948 -0.987  -0.37
O -7.846 3.634 0.303  -0.38
C -6.708 4.404 0.577  0.68
C -6.218 4.415 2.102  -0.87
O -6.080 5.099 -0.227  -0.54
H 2.715 -0.381 -0.185  0.19
H 2.324 0.981 1.049  0.28
H 4.039 0.461 0.741  0.21
H 3.442 3.667 -1.031  0.34
H 3.462 3.050 0.725  0.32
H 1.229 4.387 0.234  0.46
H 0.860 2.599 0.422  0.13
H 0.364 2.300 -1.885  0.16
H 1.686 3.396 -2.505  0.49
H -0.167 5.310 -1.197  0.38
H -0.304 4.778 -2.992  0.34
H -2.379 4.355 -0.960  0.33
H -1.597 2.708 -1.136  0.30
H -3.023 4.349 -3.338  0.22
H -1.643 3.240 -3.912  0.33
H -3.011 1.064 -3.024  -0.12
H -4.897 3.568 -1.960  0.19
H -5.682 2.491 -3.233  0.25
H -5.093 0.511 -1.382  0.38
H -4.866 1.822 -0.149  0.20
H -7.495 0.725 -1.478  0.37
H -7.112 1.212 0.221  0.28
H -7.323 3.627 -1.801  0.34
H -8.798 2.711 -1.285  0.28
H -5.398 3.649 2.227  0.20
H -7.130 4.121 2.721  0.30
H -5.931 5.464 2.413  0.30
C 6.025 -5.584 -1.208  -0.98
C 4.527 -5.381 -1.074  -0.35
O 4.129 -5.265 0.288  -0.31
P 4.560 -3.879 1.093  1.19
O 3.489 -2.968 0.485  -0.69
O 3.745 -4.110 2.520  -0.43
C 2.722 -3.229 2.968  -0.21
C 1.358 -3.745 2.547  -1.14
O 5.882 -4.722 1.768  -0.42
C 5.825 -5.518 2.950  -0.18
C 4.988 -6.774 2.813  -0.94
H 6.571 -4.695 -0.874  0.29
H 6.299 -5.777 -2.248  0.40
H 6.361 -6.420 -0.592  0.21
H 4.203 -4.498 -1.634  0.28
H 4.003 -6.245 -1.491  0.31
H 2.896 -2.208 2.623  0.22
H 2.773 -3.202 4.060  0.33
H 1.304 -3.925 1.473  0.29
H 0.574 -3.037 2.822  0.38
H 1.150 -4.702 3.034  0.32
H 5.517 -4.914 3.805  0.25
H 6.857 -5.819 3.157  0.36
H 3.934 -6.553 2.637  0.21
H 5.052 -7.370 3.727  0.39
H 5.333 -7.379 1.972  0.24

***

3.
C19H42CeNOP3S | ωB97M-V/def2-TZVPD

Results
2S+1: 2
Gap between HOMO and LUMO (spin up / spin down): 4.20 / 4.19 eV
Highest occupied orbital energy (spin up / spin down): -14.66 / -14.66 eV
Energy above the lowest of the compared OMol25 structures with the same formula, charge and spin: 8.8 kJ/mol
Total charge: +3

Last column: Mulliken charge in e.
CARTESIAN COORDINATES (ANGSTROEM)
Ce 0.163 -0.085 1.296  0.53
P -1.848 2.068 1.175  0.64
P -2.175 -1.510 2.252  0.79
P 1.757 1.540 -0.408  1.10
H -1.185 -2.006 -0.531  0.41
C -0.118 -1.754 -0.596  -0.47
C 0.843 -2.299 0.240  -0.60
H 0.602 -3.055 0.999  0.32
C -2.970 2.172 -0.274  -1.22
C -3.029 2.263 2.566  -1.22
C -1.097 3.746 1.203  -1.19
C -1.993 -3.326 2.355  -1.28
C -2.747 -1.222 3.970  -1.20
C -3.776 -1.435 1.374  -1.33
C 3.111 0.520 -1.118  -1.22
C 2.698 2.957 0.252  -1.26
C 0.910 2.293 -1.854  -1.00
H 0.138 -1.142 -1.472  0.38
H 1.918 -2.152 0.073  0.41
H -3.619 3.058 -0.213  0.45
H -3.601 1.274 -0.317  0.35
H -2.375 2.231 -1.195  0.34
H -3.563 3.223 2.491  0.49
H -2.471 2.257 3.512  0.35
H -3.768 1.451 2.587  0.33
H -1.878 4.516 1.298  0.50
H -0.512 3.939 0.294  0.31
H -0.430 3.822 2.072  0.38
H -2.999 -3.746 2.492  0.45
H -1.363 -3.590 3.214  0.37
H -1.546 -3.721 1.436  0.40
H -3.694 -1.765 4.111  0.42
H -2.902 -0.154 4.163  0.29
H -2.003 -1.615 4.676  0.40
H -4.428 -2.169 1.866  0.52
H -3.626 -1.718 0.323  0.38
H -4.218 -0.431 1.433  0.34
H 3.740 1.073 -1.829  0.44
H 2.712 -0.361 -1.634  0.24
H 3.753 0.159 -0.307  0.45
H 3.285 3.468 -0.521  0.44
H 3.385 2.602 1.026  0.41
H 2.020 3.681 0.713  0.33
H 1.602 2.818 -2.527  0.47
H 0.124 2.989 -1.548  0.26
H 0.401 1.508 -2.419  -0.01
C 2.004 -0.878 -5.618  0.54
C 1.361 -0.498 -6.822  -0.34
C 1.229 -1.422 -7.857  -0.48
C 1.793 -2.697 -7.740  -0.42
C 2.520 -3.033 -6.602  -0.47
C 2.661 -2.129 -5.570  -0.41
S 2.115 0.187 -4.215  -0.23
H 0.811 0.252 -3.748  0.02
H 0.994 0.533 -6.926  0.36
H 0.680 -1.150 -8.767  0.35
H 1.660 -3.426 -8.540  0.39
H 2.989 -4.024 -6.506  0.35
H 3.286 -2.345 -4.690  0.33
C 1.506 0.847 5.530  -1.15
C 1.263 -0.307 4.631  0.80
N 1.388 -1.518 5.209  -0.30
O 0.943 -0.224 3.406  -0.48
H 1.941 0.470 6.462  0.43
H 0.557 1.349 5.744  0.28
H 2.192 1.552 5.059  0.32
H 1.185 -2.357 4.680  0.19
H 1.696 -1.556 6.179  0.24

***

Computed values of total energy (unit: a.u.) for the preceding records, in sequence: -30060.77768; -1641.87516; -2775.59950.
Computed values of maximum force (unit: eV Å⁻¹) for the preceding records, in sequence: 5.2; 8.9; 3.1.